(1)
{
  "formula": "C18H44BrO6P",
  "method": "wB97M-V/def2-TZVPD",
  "spin_multiplicity": 1,
  "homo_lumo_gap_ha": 0.3530,
  "lumo_energy_ev": 0.48,
  "e_homo_ev": -9.1,
  "smiles": "CCCCCCPBr.COCCOC.COCCOC.COCCOC",
  "total_energy_ev": -110992.5604,
  "symbols": ["C", "C", "C", "C", "C", "C", "P", "Br", "H", "H", "H", "H", "H", "H", "H", "H", "H", "H", "H", "H", "H", "H", "C", "O", "C", "C", "O", "C", "H", "H", "H", "H", "H", "H", "H", "H", "H", "H", "C", "O", "C", "C", "O", "C", "H", "H", "H", "H", "H", "H", "H", "H", "H", "H", "C", "O", "C", "C", "O", "C", "H", "H", "H", "H", "H", "H", "H", "H", "H", "H"],
  "positions_angstrom": [[0.340, -1.079, 1.592], [-0.262, 0.342, 1.596], [0.823, 1.402, 1.406], [1.838, 1.466, 2.561], [3.170, 2.112, 2.143], [4.440, 1.401, 2.626], [4.727, -0.343, 2.124], [4.097, -0.189, -0.017], [1.357, -1.047, 1.192], [-0.247, -1.765, 0.987], [0.428, -1.468, 2.607], [-0.981, 0.421, 0.779], [-0.810, 0.528, 2.520], [0.361, 2.390, 1.331], [1.345, 1.201, 0.467], [1.396, 2.077, 3.353], [1.998, 0.475, 2.983], [3.223, 2.201, 1.059], [3.208, 3.134, 2.528], [4.533, 1.409, 3.716], [5.311, 1.937, 2.238], [3.502, -0.864, 2.590], [3.605, -5.151, -2.247], [2.577, -4.222, -1.963], [2.977, -2.868, -2.108], [2.502, -2.273, -3.412], [3.090, -2.880, -4.550], [2.261, -3.846, -5.167], [3.142, -6.132, -2.336], [4.116, -4.913, -3.183], [4.340, -5.179, -1.435], [4.063, -2.774, -2.011], [2.517, -2.305, -1.293], [2.775, -1.212, -3.433], [1.411, -2.341, -3.465], [1.454, -3.365, -5.729], [1.828, -4.533, -4.435], [2.882, -4.412, -5.860], [-0.824, -1.962, -1.543], [-1.892, -1.175, -1.048], [-2.031, 0.072, -1.706], [-3.119, 0.045, -2.756], [-2.812, -0.837, -3.820], [-3.453, -2.096, -3.722], [-0.942, -2.968, -1.145], [-0.830, -2.011, -2.635], [0.138, -1.560, -1.204], [-1.081, 0.372, -2.162], [-2.291, 0.816, -0.947], [-3.223, 1.048, -3.181], [-4.074, -0.228, -2.295], [-4.513, -2.013, -3.982], [-3.362, -2.517, -2.718], [-2.968, -2.763, -4.433], [-4.675, 4.568, 4.201], [-3.439, 5.087, 3.745], [-2.326, 4.271, 4.063], [-1.883, 3.427, 2.889], [-2.873, 2.481, 2.519], [-3.636, 2.877, 1.394], [-5.465, 5.134, 3.711], [-4.785, 3.511, 3.952], [-4.773, 4.693, 5.285], [-2.553, 3.627, 4.919], [-1.504, 4.935, 4.348], [-0.987, 2.868, 3.176], [-1.626, 4.066, 2.039], [-3.062, 2.746, 0.470], [-3.960, 3.917, 1.472], [-4.514, 2.233, 1.354]],
  "mulliken_charge": [-1.05, 0.73, -0.76, -0.43, -0.76, -0.99, -0.04, -0.09, -0.08, 0.42, 0.35, -0.67, 0.31, 0.23, 0.50, 0.24, 0.42, 0.42, 0.37, 0.48, 0.42, 0.06, -0.80, -0.37, 0.06, -0.06, -0.43, -0.71, 0.25, 0.35, 0.32, 0.36, -0.21, 0.33, 0.05, 0.30, 0.32, 0.26, -1.01, -0.38, 0.23, -0.82, -0.38, -0.69, 0.35, 0.65, 0.22, 0.30, -0.12, 0.39, 0.36, 0.34, 0.27, 0.26, -0.68, -0.37, -0.87, 0.29, -0.34, -0.80, 0.24, 0.28, 0.32, 0.37, 0.40, -0.16, 0.35, 0.28, 0.40, 0.26]
}

=====

(2)
{
  "formula": "C3H10N4O",
  "method": "wB97M-V/def2-TZVPD",
  "spin_multiplicity": 1,
  "homo_lumo_gap_ha": 0.3316,
  "lumo_energy_ev": 0.90,
  "de_lowest_kcal_mol": 138.6,
  "e_homo_ev": -8.1,
  "smiles": "CN1N(N)[C@H]([O-])[N@H+]1C",
  "total_energy_ev": -11276.1903,
  "symbols": ["C", "N", "N", "N", "H", "H", "H", "H", "H", "C", "N", "C", "O", "H", "H", "H", "H", "H"],
  "positions_angstrom": [[0.170, 0.253, -2.085], [-1.106, -1.788, 0.548], [-1.082, -0.670, -0.380], [0.183, -0.487, -0.822], [-0.453, -2.495, 0.216], [-2.031, -2.195, 0.443], [1.188, 0.571, -2.309], [-0.167, -0.446, -2.852], [-0.512, 1.108, -2.073], [1.442, 0.295, 1.439], [0.604, 0.732, 0.334], [-1.101, 0.781, 0.612], [-1.579, 1.810, 0.184], [0.821, 1.665, -0.016], [-1.331, 0.324, 1.588], [1.205, -0.739, 1.676], [2.496, 0.373, 1.169], [1.252, 0.907, 2.329]],
  "mulliken_charge": [-0.69, -0.57, -0.04, -0.17, 0.25, 0.24, 0.27, 0.29, 0.33, -0.84, -0.23, 0.02, -0.60, 0.35, 0.44, 0.29, 0.33, 0.33]
}